No. 1
Entry from the OMol25 dataset: a structure of composition C60H58F2N6OSiTeTi (ωB97M-V with the def2-TZVPD basis set).

Positions of all 130 atoms, in Å:
Ti 0.75230 0.44708 0.67972
C -0.70812 -0.89546 1.20725
Si -0.70611 -2.70478 0.85921
C -0.14108 -2.75790 -0.93654
N 1.14857 -2.07119 -1.10867
C 2.23649 -2.93052 -0.56789
C 3.49697 -2.87528 -1.41469
C 3.22024 -3.44525 -2.80874
C 1.86421 -2.93940 -3.34599
C 1.38510 -1.74574 -2.52703
C -2.40765 -3.51480 0.92564
C -3.26374 -3.48220 -0.17976
C -4.51215 -4.08898 -0.14667
C -4.93877 -4.73271 1.00666
C -4.11290 -4.76182 2.12268
C -2.85942 -4.16466 2.07641
C 0.40477 -3.58753 2.08247
C 0.56723 -4.97526 2.05350
C 1.43305 -5.61520 2.92755
C 2.15414 -4.87294 3.85487
C 2.00187 -3.49527 3.90447
C 1.13376 -2.86038 3.02460
H -0.89709 -0.60668 2.25033
H -1.53247 -0.45424 0.62623
H -0.90609 -2.17393 -1.45859
H -0.13574 -3.76478 -1.38007
H 1.89230 -3.97510 -0.55327
H 2.43682 -2.65235 0.46578
H 4.28580 -3.43856 -0.91344
H 3.85450 -1.84677 -1.48303
H 3.21038 -4.53640 -2.75246
H 4.02928 -3.17828 -3.49120
H 1.11284 -3.73131 -3.30707
H 1.94148 -2.64651 -4.39534
H 0.45530 -1.33727 -2.92589
H 2.13122 -0.95149 -2.59313
H -2.95738 -2.97790 -1.09042
H -5.15376 -4.05566 -1.01876
H -5.91030 -5.20965 1.03671
H -4.44082 -5.25750 3.02781
H -2.22096 -4.20649 2.95234
H 0.00739 -5.56904 1.33702
H 1.54614 -6.69145 2.88889
H 2.83230 -5.36962 4.53737
H 2.56067 -2.90864 4.62367
H 1.03897 -1.78056 3.08740
F 5.62332 -1.46751 2.44513
C 4.94256 -0.81731 1.48327
C 3.59529 -0.57263 1.65592
C 2.87710 0.08439 0.66493
C 3.55871 0.51692 -0.49084
C 4.92498 0.26837 -0.59821
F 5.62124 0.67129 -1.68890
C 5.64131 -0.40461 0.36613
C 2.75698 1.19516 -1.52269
C 3.23098 1.75602 -2.71000
C 2.34136 2.33911 -3.59149
C 0.98968 2.38139 -3.28542
C 0.58842 1.83395 -2.08516
N 1.43804 1.24752 -1.23973
H 3.13115 -0.85590 2.59104
H 6.69935 -0.58822 0.25148
H 4.28288 1.73263 -2.93439
H 2.70792 2.77025 -4.51434
H 0.26626 2.84169 -3.94314
H -0.44262 1.85982 -1.76321
C -4.36666 -2.09688 8.63204
C -3.89315 -1.20923 7.51380
C -4.72177 -0.24634 6.95963
C -4.29878 0.58296 5.92376
C -5.26460 1.60071 5.38285
C -3.00000 0.42615 5.42167
Te -2.33813 1.64165 3.81013
N 1.03220 2.78409 2.41685
C 0.19459 3.02627 1.47235
O -0.31383 2.05170 0.71424
C -0.27848 4.39679 1.16922
C -1.12608 4.63051 0.09038
C -1.55742 5.91818 -0.19128
C -1.14669 6.97658 0.60595
C -0.30356 6.74632 1.68657
C 0.12889 5.46201 1.96852
C -3.86337 0.95140 2.51548
C -4.08992 -0.41979 2.44602
C -5.11710 -0.93093 1.67076
C -5.93820 -0.06189 0.96387
C -5.70368 1.30517 1.02180
C -4.65731 1.83558 1.77668
C -4.41694 3.31879 1.79286
C -2.13878 -0.53177 5.97528
C -0.72373 -0.71515 5.50383
C -2.60527 -1.33319 7.01088
H -5.39249 -1.86321 8.91445
H -3.73793 -1.98172 9.51656
H -4.32790 -3.14802 8.34047
H -5.72980 -0.13015 7.34286
H -6.16742 1.63260 5.99155
H -5.55620 1.35888 4.35837
H -4.82090 2.59759 5.36101
H -1.44708 3.79470 -0.51663
H -2.21784 6.09572 -1.03047
H -1.48541 7.98154 0.38896
H 0.01369 7.57157 2.31058
H 0.78466 5.25898 2.80419
H -3.46096 -1.09820 3.01111
H -5.27125 -2.00079 1.62271
H -6.75854 -0.44630 0.36928
H -6.35600 1.98882 0.48599
H -5.14651 3.83891 1.17368
H -3.41982 3.55880 1.41594
H -4.46685 3.72080 2.80790
H -0.65958 -0.75274 4.41747
H -0.29736 -1.63252 5.90930
H -0.08636 0.11650 5.80939
H -1.93926 -2.07863 7.43329
N -6.50180 1.84954 -4.65809
C -5.58734 1.43619 -4.10026
C -4.43751 0.92092 -3.40259
C -3.25509 0.66199 -4.08788
C -2.18589 0.16762 -3.36297
N -2.22246 -0.06374 -2.05083
C -3.36264 0.18636 -1.40612
C -4.49601 0.67494 -2.03856
H -3.17766 0.83551 -5.15174
H -1.24718 -0.05130 -3.86060
H -3.39067 -0.01386 -0.33900
H -5.39914 0.85571 -1.47486
N 1.65106 0.80253 3.55192
C 1.27298 1.38877 2.49417
H 1.76214 1.48510 4.31040

Calculated values
Charge = 0
Strongest force on any atom = 0.31 eV/A
ΔE to the lowest compared entry with this formula, charge and spin = 0.00 kcal per mole
E_tot = -4331.7195 hartree

Results of the Löwdin charge analysis, in e, for atoms 1 through 4: 1.02, -0.29, 0.63, -0.25

***

No. 2
Entry from the OMol25 dataset: a structure of composition C60H60N11O2P4SSe2W (ωB97M-V with the def2-TZVPD basis set).

Positions of all 141 atoms, in Å:
W 0.02861 1.44481 -0.43042
O 1.80688 1.59156 -1.53655
N 1.98037 2.50868 -2.50366
C 2.71835 2.16253 -3.56858
C 2.97675 3.08952 -4.54507
C 2.45694 4.37425 -4.40448
C 1.68704 4.69076 -3.30501
C 1.43197 3.72449 -2.33581
S 0.51174 3.89825 -0.89011
H 3.04717 1.13549 -3.58305
H 3.56092 2.80193 -5.40518
H 2.64655 5.12162 -5.16206
H 1.27046 5.67876 -3.17529
Se 0.79465 -2.16188 -6.88704
P 0.19430 -2.74266 -4.98164
C -1.32053 -3.73928 -4.99003
C -2.52427 -3.11839 -5.30464
C -3.68377 -3.86623 -5.43814
C -3.64798 -5.24279 -5.26860
C -2.44475 -5.87110 -4.97638
C -1.28476 -5.12439 -4.84354
C 1.44360 -3.76516 -4.14341
C 1.89959 -3.55052 -2.84969
C 2.87255 -4.37404 -2.30149
C 3.39999 -5.41992 -3.04186
C 2.95870 -5.63362 -4.34126
C 1.99617 -4.80545 -4.89289
C -0.15366 -1.32014 -3.87205
C -0.51368 -1.08377 -2.53691
N -0.36540 0.25536 -2.33413
N -0.00307 0.80395 -3.47967
N 0.13818 -0.11318 -4.39852
P -1.39435 -1.92859 -1.24367
Se -1.33059 -0.61051 0.49988
C -3.09110 -2.16250 -1.78587
C -3.92495 -3.02837 -1.08113
C -5.26790 -3.11055 -1.41300
C -5.78122 -2.32779 -2.43839
C -4.94937 -1.47220 -3.14707
C -3.60450 -1.39215 -2.82670
C -0.73000 -3.53757 -0.81325
C -1.08458 -4.63365 -1.59850
C -0.52270 -5.87289 -1.34364
C 0.37673 -6.02346 -0.29737
C 0.71413 -4.93653 0.49781
C 0.16636 -3.69002 0.24199
H -2.54576 -2.04891 -5.48489
H -4.61318 -3.37624 -5.69531
H -4.55059 -5.82751 -5.38351
H -2.40673 -6.94638 -4.86324
H -0.35257 -5.62795 -4.61539
H 1.49462 -2.73786 -2.26595
H 3.21228 -4.20803 -1.28737
H 4.15888 -6.06129 -2.61449
H 3.37569 -6.43691 -4.93301
H 1.68755 -4.94736 -5.92218
H -3.53069 -3.63635 -0.27636
H -5.91280 -3.78800 -0.87085
H -6.82993 -2.39483 -2.69420
H -5.34868 -0.88667 -3.96501
H -2.94202 -0.75273 -3.40100
H -1.79353 -4.52415 -2.40805
H -0.79215 -6.72014 -1.95975
H 0.80873 -6.99460 -0.09559
H 1.40211 -5.06063 1.32351
H 0.42686 -2.84086 0.86198
C 8.02460 2.13914 10.85399
O 8.10518 1.16808 9.81876
C 7.22781 1.24463 8.80305
C 6.23146 2.21285 8.68754
C 5.38249 2.19337 7.59467
C 5.50390 1.22277 6.60608
C 6.50711 0.25699 6.73450
C 7.35837 0.26393 7.81413
C 4.58553 1.24547 5.47505
N 3.59095 2.09341 5.31504
C 3.01177 1.74987 4.13009
C 3.65530 0.67541 3.55227
N 4.66379 0.36074 4.42675
C 3.25854 0.11158 2.30624
C 3.86362 -0.97560 1.66080
C 3.37261 -1.39738 0.44889
C 2.28228 -0.73600 -0.11227
N 1.68782 0.28607 0.48437
C 2.16259 0.72620 1.66719
C 1.46806 1.83644 2.26390
N 0.40137 2.33158 1.58345
C -0.23584 3.36747 2.11705
C 0.11748 3.94968 3.33248
C 1.18574 3.44673 4.03430
C 1.88654 2.36108 3.49538
H 8.81539 1.89162 11.55513
H 7.05910 2.09063 11.36153
H 8.18825 3.14457 10.46091
H 6.11179 2.97977 9.43713
H 4.60992 2.94363 7.50125
H 6.63911 -0.52258 5.99374
H 8.13591 -0.47871 7.92191
H 5.35358 -0.36315 4.32701
H 4.71455 -1.47304 2.10760
H 3.82908 -2.21815 -0.08484
H 1.88731 -1.01424 -1.08029
H -1.06270 3.75847 1.54436
H -0.44741 4.79631 3.69577
H 1.50421 3.86423 4.97938
C -5.13291 3.50865 -1.02196
N -4.01409 4.55888 -1.13487
C -3.79359 4.84825 -2.63111
N -3.50833 3.65540 -3.33808
C -4.58244 2.68167 -3.16417
N -4.80204 2.34567 -1.75891
C -3.66951 1.61551 -1.17375
P -2.07904 2.55084 -1.26113
C -2.75228 4.09218 -0.46692
C -2.18943 3.09841 -3.01838
H -6.02877 3.98679 -1.42102
H -5.25687 3.29431 0.03984
H -4.32600 5.41922 -0.68086
H -2.97366 5.56320 -2.69643
H -4.72183 5.30194 -2.98167
H -4.32972 1.77482 -3.71127
H -5.50491 3.09548 -3.57521
H -3.56163 0.65348 -1.67364
H -3.86979 1.40011 -0.12204
H -2.02389 4.90255 -0.51427
H -2.99733 3.86678 0.57414
H -1.97825 2.24671 -3.66629
H -1.41165 3.83853 -3.21797
C -3.82316 3.05447 3.70990
P -3.11974 1.71525 2.66409
C -2.06159 0.87169 3.89904
C -4.55513 0.57514 2.60056
H -4.28856 2.66518 4.61746
H -4.57958 3.61199 3.15370
H -3.03776 3.75371 4.00210
H -2.62596 0.60670 4.79494
H -1.24098 1.53090 4.18698
H -1.63253 -0.03691 3.47363
H -4.93452 0.34417 3.59732
H -4.26737 -0.35435 2.10626
H -5.36600 1.02355 2.02236

Calculated values
Charge = +2
Strongest force on any atom = 0.95 eV/A
2S+1 = 2
ΔE to the lowest compared entry with this formula, charge and spin = 9.37 kcal per mole
E_tot = -9708.4182 hartree
⟨S²⟩ = 0.7564

Results of the Löwdin charge analysis, in e, for atoms 1 through 4: 0.92, -0.32, -0.18, 0.00

***

E_tot of number 2 (C60H60N11O2P4SSe2W)? -9708.4182 hartree